DFT (ωB97M-V/def2-TZVPD) results for a molecular structure, C49H55ClGe2KNO8S4 in a non-equilibrium geometry.

Output
**Total charge**: -2
**M**: 1134.0 g mol⁻¹
**Relative energy (zero: lowest compared OMol25 entry of this formula, charge and spin)**: 259.4 kJ/mol
**HOMO level (spin up / spin down)**: -2.85 / -2.70 eV
**LUMO (spin up / spin down)**: 3.656 / 3.656 eV
**Total energy**: -9363.32032 a.u.

```
121
C49H55ClGe2KNO8S4 (ωB97M-V/def2-TZVPD)
Ge 0.1946 0.9835 -0.8267
Ge 0.4443 -1.5648 0.8388
K 0.1157 -2.3064 -4.3816
Cl -1.6349 -2.2397 -7.8252
S 1.0097 -3.2392 -0.3149
S 2.9108 -0.0197 -3.6875
S 1.6417 0.3077 0.7093
S -1.4044 -0.4797 -0.2153
O -2.2273 -3.8252 -1.6446
O -1.0002 -1.5083 -6.7087
O 2.9212 -0.9340 -4.9733
O 0.9893 0.9665 -2.3945
O -0.8162 -2.4301 -8.9710
O -2.1107 -3.5437 -7.3993
O 2.8653 -2.3802 -4.6399
O -2.7136 -1.3831 -8.2310
N 1.4274 -0.2124 -3.0854
C 0.4977 3.9533 -0.5459
C -2.6463 -1.3396 2.7779
C -1.3362 -1.6333 3.4345
C 5.0241 -2.7061 2.2510
C -2.5986 -3.6839 2.1260
C -4.4783 -2.1187 1.5432
C -2.8063 0.8045 -4.3990
C 3.3659 -1.2191 3.2018
C 4.1402 -3.7137 2.3510
C -5.0766 -0.8708 1.5821
C 5.6273 3.2375 1.9243
C -6.3999 -0.5480 0.9514
C 0.9940 -2.0797 3.6980
C -2.2601 2.2445 -2.5226
C -0.9682 5.6328 -1.5612
C 0.8734 -2.1155 5.0689
C 4.5988 -1.4518 2.6093
C 0.1447 5.2988 -0.8171
C -4.4583 0.0980 2.3566
C 3.0739 3.5996 2.1788
C -4.1308 0.7593 -2.4432
C -3.1964 -0.0879 2.9101
C 2.9310 3.7805 -0.6120
C 1.9045 -4.7577 2.8471
C 2.4408 -2.2828 3.2131
C 2.9582 0.0796 3.8054
C -0.8386 2.3358 -4.6342
C -3.8136 0.2206 -3.6881
C 4.2340 3.4758 1.4167
C -1.4412 -1.7669 4.8298
C 0.6441 4.0887 2.4879
C -0.2693 2.9236 -1.0690
C -1.4078 3.2496 -1.8799
C -2.4073 1.1088 3.3418
C -3.6957 2.2457 -0.5114
C 1.8129 3.7384 1.6055
C -4.3320 -1.1670 -4.1389
C -0.4145 -2.0405 5.6452
C 6.3749 -2.8745 1.5922
C 1.7721 3.8484 0.1549
C -0.0903 -1.7218 2.8741
C -1.7364 4.6132 -2.0939
C 2.7562 -5.0967 -3.4767
C 4.1605 3.6207 0.0231
C 2.8798 4.0461 -2.0508
C 2.8140 -3.5633 2.7559
C -3.3351 -2.3792 2.1660
C -3.3899 1.7309 -1.8826
C -1.9993 1.8284 -3.8708
H 5.1109 3.5458 -0.4879
H 0.8238 6.1082 -0.5273
H -2.4436 -1.7696 5.1220
H 6.4178 3.8851 1.4634
H -2.4573 -3.8954 3.1801
H 2.2018 -4.3883 -2.8521
H -3.3360 -4.4941 1.8958
H -2.9031 2.0645 3.2435
H 1.7198 -2.3480 5.6594
H 2.4344 -6.1167 -3.5410
H -5.0865 -1.1639 -4.9227
H -4.6470 1.8454 -0.1904
H 3.5124 -4.6410 -4.1643
H -5.1104 0.9648 2.4874
H -3.5418 -1.8189 -4.4537
H -0.3686 3.8924 2.0657
H 2.0924 -5.4297 1.9897
H -2.8747 2.0071 0.2200
H -1.4010 -3.7296 -1.0962
H -1.6269 -3.7930 1.6024
H -2.6540 0.2804 -5.3461
H -0.7724 3.4256 -4.6884
H 3.3676 1.0092 3.3252
H 7.1606 -3.0519 2.3174
H -4.9166 -2.9026 0.9179
H 1.8532 0.1852 3.7992
H 3.1508 3.5633 3.2330
H -6.9387 -1.4880 0.7545
H 5.9661 2.2163 1.7027
H 3.2998 0.0612 4.8597
H 0.7812 3.5294 3.4016
H -2.6335 4.7908 -2.5806
H 1.8769 4.2382 -2.4164
H -4.9128 -1.6678 -3.3762
H -0.9009 1.9763 -5.6818
H 0.8260 -4.4657 2.7703
H -1.1841 6.6964 -1.6342
H -3.9710 3.2782 -0.5594
H -1.8766 1.0189 4.3027
H -6.2948 -0.0568 -0.0157
H 3.2960 3.2815 -2.6952
H -2.5640 -2.9422 -1.7470
H 2.1257 -5.2280 3.8145
H 0.6842 5.1734 2.8091
H -7.0325 0.1568 1.5310
H -1.6103 1.2289 2.6766
H 3.4072 4.9780 -2.1894
H 5.2661 -0.6325 2.6713
H 6.6314 -1.9839 0.9979
H -5.0183 0.3392 -1.9224
H 5.6986 3.3428 2.9903
H 0.0667 1.9262 -4.0949
H 6.3486 -3.6900 0.9367
H -0.5698 -2.1762 6.7632
H 4.4186 -4.6715 1.9039
```

Results of the Löwdin charge analysis, in e, for atoms 1 through 5: 0.32, -0.04, 0.70, 0.63, 0.10